DFT (the ωB97M-V functional and the def2-TZVPD basis) results for a structure of composition C2H8FeO14S3.

```
28
Properties=species:S:1:pos:R:3:forces:R:3:lowdin_charge:R:1
O -0.213319 0.701683 -2.115294 -0.849 2.586 -2.459 -0.151
O 0.773645 -1.617948 0.933520 0.843 -2.566 2.930 -0.349
H -2.614818 -0.957467 1.285938 1.214 -0.201 -0.576 0.082
H -0.234658 2.690685 -2.899442 0.701 -0.092 0.125 0.076
H -1.626365 2.261277 -1.980135 -0.455 -0.424 -0.173 0.067
Fe 0.342824 -0.497555 -0.539629 0.276 1.209 0.966 0.645
O 1.765162 1.991892 2.214184 -3.904 2.940 -0.101 -0.437
S 2.345408 1.763349 0.883419 2.973 0.029 3.805 0.173
S -0.562372 -2.559870 -2.003258 -0.283 0.925 4.161 0.211
H -0.194088 2.423731 -1.071024 0.723 0.380 -0.425 0.074
C -2.348029 0.097511 1.294355 -0.062 1.191 -0.107 -0.111
O -1.295796 -2.424556 -3.217947 -0.720 -0.319 -2.897 -0.379
O 2.684511 -1.448026 2.427499 1.939 -1.583 -0.134 -0.205
O 3.473233 1.037029 1.407892 3.780 -2.146 -2.004 -0.426
O 0.895568 -3.138222 2.809934 -0.298 -1.552 0.912 -0.321
H -3.171191 0.582870 0.765325 -0.590 0.141 0.499 0.067
C -0.547517 2.087722 -2.046016 -0.609 -0.021 1.450 -0.125
O 0.959896 -0.658477 3.119898 -1.808 0.010 1.458 -0.210
O 1.484402 0.892477 0.062700 -0.437 0.910 -1.324 -0.417
O -1.179392 0.580162 0.621086 -0.796 -0.816 0.186 -0.156
S 1.276665 -1.868229 2.304774 -0.234 3.511 -2.664 0.302
O -0.498996 -3.893583 -1.443806 0.305 -1.231 -1.005 -0.367
O 2.829798 2.931265 0.111070 -1.363 0.470 -0.499 -0.459
H -2.232232 0.411724 2.332681 -0.501 0.023 0.181 0.079
O 0.686526 -1.795601 -1.914933 5.120 -1.851 -4.540 -0.412
H -0.440401 0.526882 -3.037842 0.286 -1.331 0.296 0.105
O -1.140103 -1.660215 -0.972929 -5.671 -0.102 1.700 -0.444
H -1.218361 1.539491 0.667980 0.418 -0.088 0.238 0.088
```
Positions in Å, forces in eV/Å.

Its energy relative to the best compared isomer or geometry (same formula, charge and spin) is 113.28 kcal per mole. The multiplicity is 6. Its charge is -3. The orbital gap (alpha / beta) is 4.4811 / 4.3447 eV. Its total energy is -97756.00338 eV.


DFT (the ωB97M-V functional and the def2-TZVPD basis) results for a cluster of 2 separate species, C18H34Br2ClFN2O7P in total.

```
66
Properties=species:S:1:pos:R:3:forces:R:3:lowdin_charge:R:1
H -1.153600 1.583727 -5.074038 0.054 0.222 -0.398 0.048
C 3.713291 -0.837244 2.641562 3.538 -6.241 3.320 -0.567
C -1.576617 -0.249099 2.128052 -0.443 0.688 2.907 -0.204
H 0.577441 2.916679 -1.620055 0.744 0.930 1.972 0.047
H 0.948232 1.840674 2.391868 -0.911 -0.733 -1.972 0.074
O -2.171388 -0.038782 5.272286 3.066 0.275 -1.455 -0.216
H 2.098923 -1.289485 4.180790 0.500 1.475 -2.306 0.137
H 0.306914 4.051361 -0.025611 1.232 -1.344 -1.376 0.089
H -1.825561 0.882742 2.374486 1.271 -2.153 -0.468 0.185
O -0.828849 2.029487 -5.873953 0.301 -0.203 0.130 -0.070
H 3.018119 -5.263546 0.851998 0.528 2.427 1.023 0.100
C 0.511429 -0.039669 0.987464 1.610 2.256 -1.443 -0.119
P -0.462872 -0.093386 4.782312 -0.775 4.802 3.450 0.777
H -0.080817 -2.653838 -3.349886 0.707 0.553 2.498 0.108
H -0.971863 -1.992687 3.338963 1.496 1.885 -0.746 0.158
H -0.346068 2.187632 1.069088 1.636 -1.333 0.371 0.122
C 0.981825 -1.027271 2.213472 -2.087 -0.557 1.439 -0.251
C -1.395497 -1.411135 -0.192181 -1.603 -2.379 -0.955 -0.118
H 2.468918 1.550434 -0.245789 -1.107 1.634 1.329 0.071
C 0.178025 -2.403325 -2.211738 -0.823 0.523 -1.434 -0.119
N -3.794570 0.039467 2.642163 -4.224 2.255 -3.937 0.000
H -1.461488 3.433405 -7.213446 0.134 -0.199 0.165 0.144
H 1.916942 4.161903 -1.005976 -2.105 -1.656 0.470 0.087
H 2.157225 0.506607 3.616065 -0.141 -1.898 -1.010 0.126
F 2.677492 -2.083244 -0.072736 -1.465 -1.329 1.779 -0.127
H 4.249146 -3.842616 0.624618 -1.936 -0.615 1.612 0.109
C 1.046672 3.416038 -0.672310 1.827 0.299 0.409 -0.170
C -0.445394 -0.952599 3.082537 -1.509 -0.783 0.075 -0.180
H -2.850761 4.693162 -5.539992 0.078 -0.074 0.097 0.083
C 2.198113 -0.592047 3.216633 0.773 0.460 0.213 -0.100
O 0.318686 -1.037950 6.068769 -1.696 -0.272 -4.299 -0.187
H 1.058667 -0.105158 -0.046394 -0.989 -0.674 2.121 0.139
H 1.262369 -1.964976 -2.201398 -2.130 -0.958 0.369 0.087
H -2.586724 -1.487099 -0.159225 2.653 0.436 0.165 0.163
H -3.892148 2.829705 -7.001237 0.054 -0.117 0.058 0.083
H -1.945389 -1.604027 -2.398517 2.084 0.987 1.600 0.132
C 1.126878 -2.635671 1.993237 0.607 -0.757 -0.191 -0.094
C -1.836919 2.936605 -6.312305 -0.457 -0.156 0.486 -0.500
H -2.424197 3.491688 -4.299496 -0.119 -0.062 -0.112 0.073
H -1.527922 0.538982 0.282275 1.668 -0.456 0.007 0.172
C 3.289909 -4.167791 1.239034 -0.355 -0.036 -1.097 -0.053
O 0.015012 1.415099 4.787936 -1.125 -5.433 -0.570 -0.347
C -3.101716 2.161400 -6.645645 -0.086 -0.099 -0.363 -0.065
H -1.019875 -2.478379 0.174239 -0.527 2.633 -0.494 0.147
H 1.388265 -3.799709 0.039152 1.489 1.876 1.348 0.126
C 1.807250 2.320199 0.337086 -1.913 0.515 -0.550 -0.649
C 2.065311 -3.133320 0.761383 0.519 -2.336 -0.447 -0.267
H -2.901247 1.412497 -7.419367 -0.013 0.180 0.064 0.083
H 3.454124 -4.176035 2.398273 -0.168 0.156 -2.394 0.080
N -0.988216 -0.267032 0.700539 -1.523 -0.328 0.653 -0.050
O -2.872377 -0.900240 2.363761 4.108 -1.449 -1.255 -0.102
H -1.168976 4.512278 -4.988573 -0.128 -0.038 -0.121 0.080
C -2.090640 3.970606 -5.226956 0.169 0.361 -0.012 -0.067
Br 4.648584 0.242293 1.236584 -1.282 -1.012 1.528 0.720
C -0.984007 -1.285855 -1.765805 -0.172 -2.214 -0.821 -0.610
O 4.432646 -1.863764 3.175377 -4.988 6.963 -3.583 -0.102
O -4.465141 0.232491 1.628327 1.851 -0.373 3.819 0.097
C 0.641737 1.600541 1.288818 1.174 0.388 0.393 -0.151
H 0.412358 -2.007012 5.758943 -0.294 1.992 0.848 0.101
H 0.039916 -3.406739 -1.626477 0.356 2.063 -0.947 0.079
H 1.613577 -3.071499 2.992712 -1.049 1.090 -2.158 0.142
Br 2.922017 3.492651 1.581486 -0.654 -1.070 -0.963 0.604
H -3.471153 1.618290 -5.768507 0.010 0.159 0.043 0.077
H 0.092624 -3.220247 1.892652 2.133 1.583 0.102 0.129
Cl -0.510733 0.400284 -2.355148 -0.468 -1.278 0.829 0.611
H -2.485906 0.913548 5.197821 0.896 -1.454 0.182 0.094
```
Positions in Å, forces in eV/Å.

Its charge is +1. The orbital gap is 7.4781 eV. Its total energy is -201127.29301 eV.


DFT (the ωB97M-V functional and the def2-TZVPD basis) results for a structure of composition C28H31Cl2N5O10PS2Y.

```
80
Properties=species:S:1:pos:R:3:forces:R:3:lowdin_charge:R:1
C 2.101451 1.432194 -3.771376 0.270 0.106 -0.594 -0.572
C -2.517075 -1.532897 2.693994 -0.067 -0.176 -0.025 -0.113
O -6.744062 2.986139 -1.978081 -0.089 -0.066 -0.240 0.061
H -4.179769 -4.829807 -2.142426 0.022 -0.034 -0.014 0.121
H 4.728608 -1.690534 1.965450 -0.039 0.001 0.022 0.087
C -2.434036 1.326605 -0.200808 0.314 -0.421 0.108 -0.333
C 0.241865 4.061084 3.426825 0.034 0.058 -0.074 -0.377
H -2.793525 -5.813477 0.200659 -0.045 0.001 0.003 0.115
H 5.655492 3.261761 0.773481 -0.009 0.002 0.020 0.106
O 0.108414 -1.212612 3.834549 -0.051 0.040 0.143 -0.326
H 2.627725 -3.793257 1.458529 0.007 0.011 -0.027 0.086
C 3.086301 -0.920969 0.824049 -0.428 0.198 -0.092 -0.724
C -3.748481 0.785728 -0.277801 -0.140 0.125 -0.086 0.014
C 3.254393 2.005436 -4.351383 -0.308 -0.128 0.006 -0.125
S -1.062801 3.180238 4.083734 -0.144 0.201 0.287 1.065
O 0.988713 -2.982454 2.375930 0.011 -0.088 0.183 -0.290
C 1.925574 1.347514 -2.408177 -0.479 -0.184 0.412 -0.382
H 5.167474 -0.677379 0.592916 -0.023 0.034 -0.016 0.088
O 2.428012 -1.084586 -0.242640 0.308 -0.188 0.115 -0.131
C 4.916588 2.895096 0.075312 -0.126 -0.091 0.149 -0.036
H 1.380451 -3.199255 0.325387 0.003 0.002 -0.020 0.031
C -3.154911 -4.940165 -1.781365 -0.068 0.066 0.007 -0.117
H -1.449320 -2.707777 -3.712370 0.006 0.005 0.027 0.046
C -0.939870 3.292869 -0.759251 -0.147 -0.281 0.121 -0.154
N 0.442077 1.992984 2.411982 -0.301 0.363 0.164 -0.058
Cl 5.669457 3.199634 -4.315430 -0.125 -0.042 0.056 0.671
C 5.104052 2.990339 -1.270559 0.050 0.012 -0.134 -0.017
H -3.073399 -3.314512 -4.097065 -0.010 -0.014 -0.028 0.091
N -2.339937 -3.817686 -2.212429 -0.007 0.043 -0.078 -0.174
H -1.685248 -4.426630 -4.101091 0.007 0.000 -0.033 0.093
C -2.125049 -3.552828 -3.612914 -0.024 -0.021 0.031 -0.057
C -4.779800 1.482056 -0.853677 0.256 -0.287 0.166 0.008
C 4.478505 -1.454104 0.933420 0.246 -0.114 0.027 0.016
C 0.916715 3.282021 2.552401 0.213 -0.309 -0.190 -0.235
C 4.244374 2.513716 -3.573796 0.180 0.085 0.255 -0.607
C -3.287281 3.314040 -1.352429 0.154 -0.203 0.084 0.046
O 0.099507 2.875689 -0.272108 0.097 0.000 0.102 -0.045
H -3.124871 4.292973 -1.782414 -0.031 0.019 -0.013 0.127
C -1.664668 -3.251852 -1.190869 0.099 0.144 -0.069 -0.767
H 4.613514 -2.321207 0.291174 -0.026 -0.001 -0.013 0.086
O 2.582209 -0.255263 1.779066 0.163 0.043 0.046 -0.157
N 2.797571 1.840359 -0.240224 0.078 -0.172 -0.514 0.055
Y 0.778046 0.474153 0.289560 -0.618 0.383 0.187 1.405
C -0.609710 1.834930 3.175085 0.247 -0.426 -0.349 -0.490
C -2.227593 2.615878 -0.766933 0.133 0.487 -0.155 -0.100
H 3.338645 2.034807 -5.428231 -0.007 -0.017 -0.019 0.104
H -0.930285 4.286546 -1.238995 -0.057 0.008 0.010 0.137
H 2.057108 -1.494502 4.467743 0.033 0.051 -0.009 0.087
H 3.569801 2.156011 1.614877 0.034 0.011 0.006 0.109
O 0.885575 0.816319 -1.836444 0.348 0.076 -0.502 -0.244
N -5.642126 3.500156 -2.000676 0.249 -0.163 0.842 -0.364
H -3.901528 -0.210895 0.111988 0.001 -0.026 0.038 0.108
C -4.533895 2.749047 -1.383164 -0.435 0.398 -0.465 -0.154
H -2.556505 -1.378513 3.772131 -0.022 0.095 -0.021 0.088
H -5.771818 1.058756 -0.908478 -0.032 0.051 -0.039 0.119
H -4.021036 -4.536912 0.188284 0.008 0.003 0.005 0.114
N -2.031984 -3.865821 -0.048613 0.237 0.133 -0.031 0.033
Cl 0.884461 0.805161 -4.839370 0.050 0.026 0.165 0.694
S -0.539671 -2.014478 -1.359315 -0.090 -0.198 -0.104 0.730
C 1.282986 -0.727525 4.489265 0.076 -0.111 0.034 -0.108
O -5.408627 4.614934 -2.419990 0.024 0.091 -0.283 0.065
O -1.405409 -2.381151 2.383620 0.057 -0.040 -0.121 -0.351
H -3.421154 -2.050040 2.372889 0.030 -0.015 0.012 0.089
C 1.558854 -3.702187 1.273092 -0.140 -0.054 0.017 -0.098
H 1.656949 0.177691 4.018040 0.022 0.004 -0.040 0.057
C -3.072109 -4.859483 -0.246597 -0.004 -0.011 0.024 -0.126
H 0.435199 5.085733 3.687360 -0.004 0.055 0.018 0.071
C 3.736841 2.290774 0.551801 0.099 0.122 0.025 -0.131
O -1.493247 0.645303 0.350485 -0.013 0.154 0.105 -0.228
H 5.999653 3.443447 -1.673286 -0.006 -0.003 -0.023 0.091
H -1.761050 -3.460500 0.838130 -0.122 -0.089 0.083 0.088
H 1.000986 -0.527568 5.521529 -0.019 -0.003 -0.029 0.089
C 2.976403 1.907360 -1.599639 -0.103 0.082 0.407 -0.120
H 1.108220 -4.694888 1.264300 0.029 0.022 -0.051 0.090
P 0.071962 -1.679979 2.288273 -0.096 -0.095 0.147 0.772
H -1.151924 0.905878 3.225647 -0.080 -0.020 0.039 0.056
H -2.449450 -0.591203 2.150064 0.020 0.088 -0.008 0.048
C 4.129267 2.482729 -2.157304 0.274 0.134 -0.255 -0.166
H 1.760310 3.588967 1.955521 0.007 0.067 0.015 0.098
H -2.757084 -5.878158 -2.180818 0.035 -0.009 0.053 0.122
```
Positions in Å, forces in eV/Å.

The orbital gap is 7.5140 eV. Its total energy is -114518.08957 eV.